# 1
# C24H41BeBr4ClCsNO11P

A molecular structure, C24H41BeBr4ClCsNO11P (the ωB97M-V functional and the def2-TZVPD basis, the OMol25 dataset).

Each line ends with the Löwdin charge.
CARTESIAN COORDINATES (ANGSTROEM)
Cs1 3.317 -0.239 1.394  1.17
Br1 6.783 2.142 -1.162  0.44
Br2 7.265 1.507 1.942  0.61
Br3 7.169 -0.909 -0.180  0.64
Br4 3.596 4.244 0.373  0.07
Cl1 2.720 -3.442 4.076  -0.09
P1 -1.277 -0.178 -1.382  0.66
O1 -0.566 -1.714 -1.239  -0.14
O2 2.095 1.284 -0.829  -0.16
O3 2.757 -3.953 -1.609  -0.21
O4 0.331 -7.272 -1.972  0.09
O5 1.424 -7.731 -0.025  0.13
O6 -7.054 1.532 -0.633  -0.16
O7 -1.935 0.089 -2.936  -0.13
O8 2.153 -8.413 -2.009  0.11
O9 -2.496 -0.191 -0.429  -0.32
O10 -0.290 1.096 -0.852  -0.08
O11 0.880 1.117 -2.836  0.12
N1 -3.125 3.353 -0.268  0.33
C1 3.318 1.254 -1.632  -0.24
C2 -1.334 -2.451 4.848  -0.09
C3 0.360 -3.184 6.403  -0.10
C4 -2.195 -2.194 5.908  -0.09
C5 -1.781 -2.438 7.216  -0.08
C6 3.698 -2.853 -1.713  -0.19
C7 3.060 -1.450 -1.173  -0.30
C8 3.886 -0.257 -1.944  -0.15
C9 2.168 -4.058 -0.286  -0.08
C10 0.521 4.817 -0.527  -0.17
C11 -7.936 0.670 -1.343  -0.27
C12 2.450 6.578 -1.490  -0.14
C13 -0.056 -2.949 5.094  -0.15
C14 1.723 6.900 -0.350  -0.11
C15 -0.504 -2.931 7.463  -0.08
C16 -5.039 0.989 -1.930  -0.08
C17 0.759 6.019 0.133  -0.12
C18 0.947 1.154 -1.603  -0.50
C19 -8.016 -0.731 -0.759  -0.07
C20 -5.697 1.127 -0.567  -0.28
C21 2.219 5.371 -2.145  -0.18
C22 1.243 -7.760 -1.257  -0.77
C23 7.635 0.953 0.121  -1.53
C24 1.252 4.492 -1.664  -0.17
Be1 5.698 4.024 -2.740  0.44
H1 -7.052 -1.242 -0.790  0.07
H2 1.680 -8.216 -2.845  0.12
H3 3.938 -2.748 -2.834  0.14
H4 -2.626 3.910 -0.969  0.15
H5 1.737 -5.106 -0.095  0.10
H6 -2.455 -2.242 8.044  0.10
H7 -0.181 -3.119 8.481  0.11
H8 -2.826 3.635 0.669  0.16
H9 4.986 -0.320 -1.533  0.03
H10 3.886 -0.480 -3.061  0.13
H11 4.150 1.766 -0.977  0.00
H12 -5.522 0.225 -2.541  0.08
H13 -7.664 0.639 -2.402  0.11
H14 -8.733 -1.336 -1.320  0.08
H15 -3.987 0.714 -1.818  0.02
H16 1.922 -1.421 -1.372  0.11
H17 3.198 7.266 -1.869  0.11
H18 -2.914 2.356 -0.410  0.11
H19 -1.657 -2.265 3.829  0.10
H20 -3.189 -1.804 5.718  0.10
H21 -2.003 -0.796 -3.359  0.10
H22 1.250 -3.355 -0.279  0.08
H23 -5.170 1.899 0.004  0.08
H24 0.620 -3.155 4.261  -0.05
H25 3.274 1.853 -2.594  0.12
H26 1.069 3.555 -2.178  0.08
H27 -5.098 1.934 -2.481  0.09
H28 -8.332 -0.691 0.288  0.09
H29 3.301 -1.339 -0.036  -0.26
H30 4.682 -3.102 -1.195  0.13
H31 -0.235 4.132 -0.154  0.07
H32 1.357 -3.565 6.594  0.08
H33 -4.134 3.505 -0.366  0.14
H34 2.790 5.116 -3.032  0.08
H35 -5.607 0.203 0.012  0.12
H36 2.870 -3.757 0.565  0.09
H37 -8.925 1.129 -1.292  0.12
H38 -1.333 -2.334 -1.311  0.11
H39 8.711 1.038 -0.026  -0.01
H40 0.193 6.270 1.023  0.10
H41 1.906 7.837 0.163  0.11

## Properties
Gap between HOMO and LUMO = 1.31 eV
LUMO = -8.254 eV
Total charge = +1
Relative energy (zero: lowest compared OMol25 entry of this formula, charge and spin) = 0.0 kJ/mol

# 2
# C6H12O

A molecular structure, C6H12O (the ωB97M-V functional and the def2-TZVPD basis, the OMol25 dataset).

Each line ends with the Löwdin charge.
CARTESIAN COORDINATES (ANGSTROEM)
O1 0.105 1.786 -2.418  -0.11
C1 -0.353 1.695 -1.062  -0.16
C2 0.844 0.567 -2.267  -0.16
C3 -0.720 -1.552 2.209  -0.12
C4 0.222 -0.640 0.005  -0.20
C5 0.680 0.603 -0.740  -0.27
C6 -0.253 -0.326 1.426  -0.27
H1 0.326 -0.278 -2.743  0.12
H2 -1.538 -2.068 1.694  0.07
H3 -1.082 -1.267 3.202  0.07
H4 -1.392 1.336 -1.010  0.12
H5 1.852 0.645 -2.682  0.12
H6 0.093 -2.275 2.345  0.07
H7 -0.597 -1.114 -0.555  0.12
H8 0.558 0.169 1.977  0.11
H9 -0.278 2.652 -0.534  0.12
H10 1.041 -1.371 0.041  0.12
H11 1.566 1.036 -0.263  0.14
H12 -1.074 0.402 1.375  0.11

## Properties
Gap between HOMO and LUMO = 10.72 eV
LUMO = 1.136 eV
Total charge = 0
Relative energy (zero: lowest compared OMol25 entry of this formula, charge and spin) = 127.8 kJ/mol